Here is the molecule C4H2O2 at a distorted geometry from the OMol25 dataset. Energies are from wB97M-V/def2-TZVPD.

Results
Energy relative to the best compared isomer or geometry (same formula, charge and spin), kJ/mol: 331.6
Orbital gap, eV: 8.194
HOMO level, eV: -9.6

Last columns: bonded neighbours and bond lengths (Å).
CARTESIAN COORDINATES (ANGSTROEM)
1 C -0.533 1.540 -0.194  C2 1.584, C4 1.492
2 C 0.611 0.452 -0.072  C1 1.584, C3 1.344, C4 1.478
3 C 1.817 -0.128 0.063  C2 1.344, O5 1.168
4 C -0.767 0.189 0.393  C1 1.492, C2 1.478, O6 1.424, H7 1.132
5 O 2.916 -0.521 0.088  C3 1.168
6 O -1.460 -0.822 -0.332  C4 1.424, H8 1.052
7 H -1.198 0.102 1.436  C4 1.132
8 H -1.386 -0.812 -1.381  O6 1.052